*a*
ORCA calculation (wB97M-V/def2-TZVPD) on 3 unconnected molecules or ions with the total composition C7H17NO2.

Cartesian coordinates (Å):
C: -0.90 1.19 -0.08
C: -0.64 3.21 1.51
C: -1.09 0.83 -1.55
C: -1.13 2.69 0.18
N: -1.77 0.46 0.86
O: -1.68 3.40 -0.63
H: 0.13 0.97 0.22
H: -1.52 -0.52 0.86
H: -2.74 0.54 0.56
H: -0.90 2.51 2.31
H: 0.45 3.28 1.48
H: -1.05 4.19 1.71
H: -0.94 -0.24 -1.69
H: -0.39 1.37 -2.19
H: -2.10 1.09 -1.88
C: 1.19 -2.54 0.52
C: 0.65 -3.23 -0.69
C: 2.39 -1.01 -0.44
O: 0.21 -1.86 1.17
H: 0.54 -1.57 2.03
H: 2.32 -2.15 0.52
H: -0.02 -2.60 -1.28
H: 0.06 -4.09 -0.34
H: 1.45 -3.60 -1.32
H: 3.15 -1.42 -1.11
H: 2.78 -0.28 0.27
H: 1.55 -0.61 -1.00

- Multiplicity: 1
- Kohn-Sham gap: 8.440 eV

Which charges does natural (NBO) predict for the atoms? In e, they are:
1 C -0.154
2 C -0.727
3 C -0.624
4 C 0.604
5 N -0.843
6 O -0.543
7 H 0.197
8 H 0.381
9 H 0.356
10 H 0.245
11 H 0.229
12 H 0.233
13 H 0.202
14 H 0.218
15 H 0.220
16 C 0.122
17 C -0.687
18 C -0.771
19 O -0.709
20 H 0.491
21 H 0.275
22 H 0.200
23 H 0.233
24 H 0.226
25 H 0.210
26 H 0.204
27 H 0.212

---

*b*
ORCA calculation (wB97M-V/def2-TZVPD) on 2 unconnected molecules or ions with the total composition C7H17NO2.

Cartesian coordinates (Å):
C: 0.03 -1.67 1.50
C: -0.77 -0.41 1.26
O: -0.96 0.42 2.16
N: -1.69 -0.49 0.21
C: -2.43 -1.69 -0.12
O: -2.52 0.65 0.15
H: 0.80 -1.47 2.24
H: -0.61 -2.46 1.90
H: 0.50 -2.03 0.59
H: -1.74 -2.51 -0.28
H: -3.15 -1.95 0.67
H: -2.97 -1.49 -1.05
H: -2.34 1.09 1.01
C: 1.85 1.35 1.18
C: 0.89 1.33 0.00
C: 1.13 0.32 -1.24
C: 1.01 0.83 -2.67
H: 2.01 2.36 1.55
H: 1.42 0.78 2.00
H: 2.82 0.92 0.92
H: 1.44 1.96 -0.77
H: -0.05 1.88 0.04
H: 0.35 -0.43 -1.08
H: 2.10 -0.15 -1.08
H: 1.83 1.50 -2.92
H: 1.01 -0.01 -3.36
H: 0.07 1.38 -2.80

- Multiplicity: 1
- Kohn-Sham gap: 9.927 eV

Which charges does natural (NBO) predict for the atoms? In e, they are:
1 C -0.720
2 C 0.689
3 O -0.634
4 N -0.187
5 C -0.416
6 O -0.569
7 H 0.246
8 H 0.241
9 H 0.231
10 H 0.213
11 H 0.191
12 H 0.224
13 H 0.489
14 C -0.610
15 C -0.472
16 C -0.393
17 C -0.616
18 H 0.214
19 H 0.205
20 H 0.202
21 H 0.226
22 H 0.231
23 H 0.193
24 H 0.197
25 H 0.200
26 H 0.215
27 H 0.211

---

Most stable: *b*

---

*a*
ORCA calculation (wB97M-V/def2-TZVPD) on a gas-phase ion, C2H6N3O2 (charge +1).

Cartesian coordinates (Å):
N: -2.45 -1.13 0.11
C: -1.81 0.03 -0.14
O: -0.52 -0.18 -0.13
N: 0.38 0.82 0.10
C: 1.73 0.86 -0.05
N: 2.46 -0.23 0.00
O: 1.96 -1.38 -0.06
H: -3.38 -1.18 -0.25
H: -1.92 -1.99 0.23
H: -2.07 1.09 -0.15
H: 0.09 1.77 0.26
H: 2.09 1.79 0.08
H: 3.44 -0.26 0.02

- Multiplicity: 1
- Net charge: +1
- Kohn-Sham gap (alpha / beta): 6.609 / 6.613 eV

Which charges does natural (NBO) predict for the atoms? In e, they are:
1 N -0.684
2 C 0.512
3 O -0.212
4 N -0.296
5 C 0.103
6 N -0.038
7 O -0.527
8 H 0.433
9 H 0.460
10 H 0.235
11 H 0.397
12 H 0.219
13 H 0.396

---

*b*
ORCA calculation (wB97M-V/def2-TZVPD) on a gas-phase ion, C2H6N3O2 (charge +1).

Cartesian coordinates (Å):
C: 0.86 -0.56 -0.58
C: -1.15 1.15 1.35
N: -0.31 -0.65 0.20
N: 1.35 0.64 -0.54
N: 1.12 -1.62 -1.39
O: -1.22 0.50 0.20
O: -1.78 2.24 1.51
H: -0.55 0.67 2.09
H: -0.82 -1.54 0.12
H: 2.32 0.65 -0.88
H: 0.49 -2.43 -1.28
H: 2.14 -1.54 -1.60
H: -2.44 2.49 0.80

- Multiplicity: 1
- Net charge: +1
- Kohn-Sham gap: 8.240 eV

Which charges does natural (NBO) predict for the atoms? In e, they are:
1 C 0.528
2 C 0.765
3 N -0.340
4 N -0.743
5 N -0.802
6 O -0.274
7 O -0.537
8 H 0.231
9 H 0.392
10 H 0.362
11 H 0.419
12 H 0.438
13 H 0.560

---

Most stable: *b*

---

*a*
ORCA calculation (wB97M-V/def2-TZVPD) on a gas-phase ion, C5H10N3 (charge +1).

Cartesian coordinates (Å):
C: -1.07 1.49 0.66
C: 0.06 1.77 -0.19
C: 1.74 0.05 0.69
C: 1.17 0.75 -0.50
C: -1.36 -1.80 -0.18
N: -1.71 1.78 1.62
N: -0.37 -1.00 0.46
N: 0.79 -0.72 -0.13
H: -0.57 2.24 -1.10
H: 0.59 2.55 0.20
H: 2.76 -0.14 0.61
H: 1.29 0.22 1.59
H: 1.70 0.81 -1.48
H: -0.93 -2.64 -0.60
H: -2.05 -2.01 0.51
H: -1.75 -1.33 -1.14
H: -2.60 1.50 2.00
H: 1.21 -1.26 -0.86

- Multiplicity: 1
- Net charge: +1
- Kohn-Sham gap (alpha / beta): 6.872 / 6.873 eV

Which charges does natural (NBO) predict for the atoms? In e, they are:
1 C 0.643
2 C -0.576
3 C -0.209
4 C -0.095
5 C -0.417
6 N -0.502
7 N -0.474
8 N -0.171
9 H 0.302
10 H 0.303
11 H 0.241
12 H 0.245
13 H 0.268
14 H 0.189
15 H 0.220
16 H 0.160
17 H 0.463
18 H 0.409

---

*b*
ORCA calculation (wB97M-V/def2-TZVPD) on 2 unconnected molecules or ions with the total composition C5H10N3.

Cartesian coordinates (Å):
C: -0.71 -2.28 -0.40
C: -0.18 -0.46 2.12
C: -0.43 1.41 0.03
C: -0.04 -1.35 -2.55
C: -0.01 0.16 0.76
N: -0.44 -1.90 -1.51
N: 1.04 -0.21 1.41
N: 0.73 2.21 -0.13
H: -1.40 -3.07 -0.22
H: -0.31 0.14 3.06
H: -0.39 -1.57 2.26
H: -0.79 1.03 -0.93
H: -1.28 1.80 0.57
H: 1.07 -1.25 -2.67
H: -0.77 -1.01 -3.31
H: 1.96 -0.43 1.41
H: 1.07 2.62 0.70
H: 1.41 1.76 -0.72

- Multiplicity: 1
- Net charge: +1
- Kohn-Sham gap (alpha / beta): 7.388 / 7.389 eV

Which charges does natural (NBO) predict for the atoms? In e, they are:
1 C -0.036
2 C -0.245
3 C -0.302
4 C -0.236
5 C 0.476
6 N -0.261
7 N -0.461
8 N -0.784
9 H 0.228
10 H 0.221
11 H 0.232
12 H 0.249
13 H 0.266
14 H 0.219
15 H 0.237
16 H 0.436
17 H 0.382
18 H 0.379

---

*c*
ORCA calculation (wB97M-V/def2-TZVPD) on a molecular structure, C5H10N3.

Cartesian coordinates (Å):
C: -1.30 -1.10 0.87
C: -1.55 -0.06 -0.02
C: 0.60 -0.41 0.09
C: -2.80 0.67 -0.63
C: 2.52 -0.31 0.00
N: -0.03 -1.30 0.85
N: -0.34 0.38 -0.45
N: 3.06 0.96 -0.01
H: -1.95 -1.81 1.37
H: -3.73 0.28 -0.08
H: -2.69 1.76 -0.73
H: -2.85 0.46 -1.61
H: 2.64 -0.77 1.07
H: 2.69 -0.88 -0.91
H: 0.33 -1.85 1.60
H: -0.41 0.96 -1.31
H: 3.07 1.53 -0.86
H: 2.75 1.47 0.76

- Multiplicity: 1
- Net charge: +1
- Kohn-Sham gap: 10.434 eV

Which charges does natural (NBO) predict for the atoms? In e, they are:
1 C -0.078
2 C 0.160
3 C 0.329
4 C -0.643
5 C -0.110
6 N -0.482
7 N -0.508
8 N -0.781
9 H 0.252
10 H 0.260
11 H 0.241
12 H 0.224
13 H 0.220
14 H 0.236
15 H 0.446
16 H 0.459
17 H 0.396
18 H 0.379

---

*d*
ORCA calculation (wB97M-V/def2-TZVPD) on a gas-phase ion, C5H10N3 (charge +1).

Cartesian coordinates (Å):
N: 1.27 0.99 1.91
C: 0.44 0.16 1.25
N: 0.59 -1.19 1.32
N: -0.51 0.84 0.63
C: -1.49 0.25 -0.20
C: -0.83 -0.42 -1.75
C: 0.41 0.19 -2.25
C: 0.51 -1.05 -1.85
H: 2.14 0.70 2.41
H: 1.37 1.98 1.77
H: 0.81 -1.48 2.27
H: -0.17 -1.55 0.81
H: -0.60 1.80 0.87
H: -2.16 -0.60 0.16
H: -2.27 0.90 -0.62
H: -1.59 -0.81 -2.44
H: 0.89 1.12 -2.64
H: 1.19 -1.84 -1.65

- Multiplicity: 1
- Net charge: +1
- Kohn-Sham gap: 9.668 eV

Which charges does natural (NBO) predict for the atoms? In e, they are:
1 N -0.778
2 C 0.695
3 N -0.763
4 N -0.549
5 C -0.326
6 C -0.228
7 C -0.179
8 C -0.193
9 H 0.431
10 H 0.427
11 H 0.434
12 H 0.418
13 H 0.430
14 H 0.221
15 H 0.257
16 H 0.212
17 H 0.251
18 H 0.242

---

Most stable: *c*